# C30H28ClFN4O10

A cluster of 5 separate species, C30H28ClFN4O10 in total (wB97M-V/def2-TZVPD, the Open Molecules 2025 dataset).

Cartesian coordinates (Å):
O: 7.23284 -6.35167 6.40307
N: -3.47538 -2.01176 -4.70268
C: 2.84544 4.31999 0.03375
H: -2.59867 -0.97674 0.24768
O: -7.71973 2.93380 -0.18405
C: 1.95141 2.70876 1.57753
C: 7.21456 -5.28649 5.87702
H: 4.25981 -3.22991 4.62003
O: -2.79941 -1.31809 -5.43691
C: 5.18710 -2.92166 4.13513
O: -8.83922 4.77098 -0.25145
C: -6.65436 6.28120 0.27534
O: 1.84530 0.10811 2.32796
O: 3.27454 -0.49536 0.83941
H: 5.91482 -2.48314 2.15004
H: 4.07268 1.22448 -0.62146
H: -3.28507 4.41763 0.67158
N: -0.79540 3.19313 -0.40488
C: 2.69158 1.73628 0.92942
H: -3.37919 6.87400 0.88979
C: -2.04960 -0.30858 -0.40157
H: -1.82174 -1.75710 -1.95977
O: -0.19235 3.91971 -1.16704
C: -3.70007 -5.05811 -6.83347
C: -4.28419 6.31791 0.68277
H: 7.84022 -2.56273 4.58854
H: -5.53204 8.06505 0.63426
H: -0.10476 2.09724 -2.72134
C: -4.48962 -5.87818 -6.03817
H: -7.60596 6.77740 0.15872
O: -3.87067 -1.67091 -3.60484
Cl: 9.27268 -3.71449 6.51684
C: -4.62388 -4.15897 -4.36239
H: -4.97182 -3.78526 -3.41119
C: 8.38509 -4.55159 5.22432
C: -6.57331 4.90572 0.16104
N: -7.80807 4.14346 -0.11326
H: -5.36875 3.14061 0.19675
C: 6.21934 -3.99248 4.37577
H: 4.33223 -1.78405 2.52904
H: 1.44389 4.78365 1.59331
H: 1.31648 2.44308 2.40943
H: 4.21663 3.56905 -1.43792
C: -0.91126 0.11132 -2.48408
H: -2.11254 1.34786 0.97797
C: 7.69306 -3.58885 4.25750
C: -1.08862 1.81995 -0.84147
H: -0.58292 -0.22909 -3.45656
H: 4.47096 -3.51009 2.20935
H: -2.75477 -3.12590 -7.00276
C: -5.49197 6.98826 0.53979
H: -3.34348 -5.40927 -7.79217
H: -5.56908 -6.06896 -4.19190
O: 6.10013 -4.52101 5.72325
C: 3.58695 3.32684 -0.59252
C: -4.22806 4.93557 0.56132
C: -5.38304 4.21569 0.29729
H: 8.05354 -3.66315 3.23310
C: -4.95139 -5.42965 -4.80776
C: -3.83419 -3.36372 -5.17234
C: -1.78753 0.98697 0.01371
H: 9.06376 -5.26317 4.76418
C: -1.61078 -0.74515 -1.64405
F: 5.60012 -1.74934 4.75663
H: 2.89187 5.33754 -0.33049
C: -0.64338 1.41030 -2.08603
C: 3.51369 2.01674 -0.14691
N: 2.59557 0.34413 1.40252
H: -4.74713 -6.87212 -6.37947
C: 2.03432 4.01306 1.11777
H: 6.02254 -4.83657 3.70493
C: 4.96893 -2.65421 2.66644
O: -1.16374 3.52637 0.70968
C: -3.36493 -3.78430 -6.40310

Results
- Structure (SMILES): C[C@H](F)[C@H]1C[C@@H](Cl)C(=O)O1.O=[N+]([O-])c1ccccc1.O=[N+]([O-])c1ccccc1.O=[N+]([O-])c1ccccc1.O=[N+]([O-])c1ccccc1
- Lowest unoccupied orbital energy: -0.029 hartree
- Strongest force on any atom: 0.5 eV/A
- Molecular weight: 659.02 g/mol
- Total energy: -2691.11782 a.u.



# C30H28MoN2O8Se2Si

A structure of composition C30H28MoN2O8Se2Si (wB97M-V/def2-TZVPD, the Open Molecules 2025 dataset).

Cartesian coordinates (Å):
C: -0.15868 4.00535 -0.36971
H: 3.76051 2.97533 3.11859
H: 2.33797 3.63857 -2.64324
H: -1.13229 -2.79090 0.68462
H: -1.78569 -6.99478 0.18407
C: -3.40099 1.18120 2.20270
H: -5.45046 1.85745 1.97714
C: 2.32773 1.13325 0.62796
H: 3.18807 -0.70837 -0.15101
C: 1.80355 0.67633 -2.45901
O: -3.57895 -5.64384 1.19032
C: 0.85830 3.37189 -1.09140
H: 0.04747 7.10386 -1.69780
H: -4.78216 -0.46301 1.99322
H: 0.44422 -1.16251 -4.96558
C: 1.28272 5.44814 -2.25569
O: -4.13108 3.45501 2.05194
C: -0.77003 -3.74342 0.30732
C: 3.13724 0.65509 -2.88211
C: 3.60419 2.15924 2.42851
C: -4.54534 2.18583 2.50016
H: 5.30223 1.05115 3.11083
C: 0.83559 0.00887 -3.21930
H: -4.09969 1.18487 0.15458
N: -2.83880 -4.70282 1.17062
O: 2.39708 -2.66552 -1.07221
H: -2.67981 2.21517 0.41471
Si: 1.31305 1.59216 -0.93647
N: 0.52494 -7.53456 -1.08408
Se: -0.34964 1.36566 2.48366
H: -4.19867 -0.20200 3.64838
H: 1.87304 3.03995 1.54962
C: 4.31720 0.04097 1.50236
C: 2.54203 2.18919 1.54925
Se: -2.03473 -0.16814 0.00596
H: 2.80010 -1.19292 -5.68870
H: 4.51952 -0.02344 -4.36573
O: 1.57863 -7.55231 -1.66459
C: 3.26403 0.06733 0.60629
H: -0.73238 3.45245 0.37033
C: -3.15732 1.27723 0.69778
C: -2.21952 1.61936 3.05973
H: -1.23579 5.81993 -0.02655
O: -2.84510 -1.12423 2.36556
C: 3.49039 -0.01436 -4.04259
H: -4.75132 2.18577 3.57498
O: -0.22704 -8.45577 -0.92043
C: -1.16240 -6.12275 0.03967
H: -2.25941 1.17547 4.05510
H: -2.22894 2.70950 3.15855
H: 5.02927 -0.77100 1.47281
C: -3.90232 -0.20673 2.59416
C: 0.27612 6.06177 -1.52640
C: 2.52171 -0.67175 -4.78489
H: -0.21127 0.02456 -2.92023
O: -3.09612 -3.58082 1.55925
C: 0.44805 -3.87510 -0.34355
H: -3.15477 -2.02748 2.51375
O: 0.76794 -1.53834 -0.07165
C: -0.44686 5.34040 -0.58620
H: 1.83520 -5.23624 -1.31071
C: -1.54795 -4.86632 0.48077
C: 0.06755 -6.21252 -0.59956
C: 4.47631 1.07653 2.41647
C: 0.88624 -5.11956 -0.80341
C: 1.19553 -0.65907 -4.37664
C: 1.32396 -2.72290 -0.56616
H: 3.90533 1.16038 -2.31171
H: -4.78371 4.11833 2.30216
C: 1.56627 4.10804 -2.05084
H: 1.83995 6.00908 -2.99055
Mo: 0.21003 0.01282 0.65475

Results
- Total charge: +2
- Lowest unoccupied orbital energy (alpha / beta): -0.296 / -0.310 hartree
- Strongest force on any atom: 1.1 eV/A
- Molecular weight: 826.51 g/mol
- Total energy: -7031.21688 a.u.



# C30H28N2O2

An isolated molecule of C30H28N2O2 (wB97M-V/def2-TZVPD, the Open Molecules 2025 dataset).

Cartesian coordinates (Å):
H: -0.30087 -0.31749 -1.92097
H: -1.16147 1.67727 -2.96748
H: -0.77797 -1.18265 2.28593
C: -1.98459 0.72950 -0.24545
C: -0.08417 3.54665 -2.96766
H: -0.27310 2.77194 0.70744
H: 3.71110 -3.72677 2.19428
H: 1.68093 -4.60152 -2.19364
H: 1.61954 -3.99805 -3.87640
H: 3.66908 3.68779 2.25161
C: 3.28442 -1.64476 1.84198
C: 0.57847 0.11859 -1.42510
H: 1.38141 4.42993 1.59811
C: 2.05721 3.59091 -2.14655
H: -5.80784 1.14008 -0.10364
H: 4.17002 -1.23569 2.33694
N: -5.10927 0.08509 1.58634
C: 3.28138 1.60795 1.85631
C: -0.22953 2.17427 -2.68826
C: 2.38617 -0.75806 1.25704
H: -5.57485 -1.62793 2.75073
C: 1.78946 -0.72145 -1.83268
C: -3.33436 0.73172 0.06954
C: -1.05672 -0.00661 0.49162
H: -1.65463 1.32464 -1.08818
H: 3.10913 -4.69216 -3.21905
O: 1.48701 -1.94919 -2.28163
C: 0.40856 0.00337 0.07783
H: 2.98060 4.15478 -1.97364
C: 0.73599 2.46936 0.98460
C: 2.93931 2.96068 1.89721
O: 2.95068 -0.34926 -1.73684
H: -4.00810 1.30203 -0.56593
C: 2.23707 -4.08417 -2.97737
C: -6.16355 0.44933 0.66274
H: -0.92130 4.08908 -3.42062
C: 2.36205 0.71066 1.31450
C: 1.82726 -3.45799 1.15502
C: 2.70134 -2.73966 -2.50752
H: 4.23697 1.21321 2.20165
C: 1.21875 -1.21029 0.61278
H: 3.32485 -2.23125 -3.25385
H: -0.03915 -2.89315 0.16124
H: -6.58912 -0.43897 0.16941
H: 3.22816 -2.79340 -1.54380
C: 3.00622 -3.01128 1.76517
N: 1.01909 4.23322 -2.67534
H: -6.57038 -0.18206 3.02770
H: -3.15411 -1.19986 2.89798
C: -3.79228 0.04432 1.22164
H: 2.86383 1.75479 -1.34368
H: -6.96778 0.93191 1.22857
C: 0.90552 -2.55686 0.59379
C: 0.79459 1.52319 -1.98196
H: -4.90659 -0.24386 3.65799
C: -1.49605 -0.66039 1.65109
C: 1.14635 1.15944 0.78054
C: -2.83778 -0.65316 2.01109
C: 1.65834 3.38021 1.51017
C: 1.99245 2.22551 -1.79282
H: 1.60613 -4.52431 1.09986
C: -5.55385 -0.52917 2.81959

Results
- Structure (SMILES): CCOC(=O)[C@H](c1ccncc1)C1(c2ccc(N(C)C)cc2)c2ccccc2-c2ccccc21
- Relative energy (zero: lowest compared OMol25 entry of this formula, charge and spin): 0.0 kcal per mole
- Lowest unoccupied orbital energy: 0.026 hartree
- Strongest force on any atom: 2.3 eV/A
- Molecular weight: 448.57 g/mol
- Total energy: -1419.98947 a.u.



# C30H28N4O5W

A structure of composition C30H28N4O5W (wB97M-V/def2-TZVPD, the Open Molecules 2025 dataset).

Cartesian coordinates (Å):
H: 2.72881 3.96945 0.86423
C: -1.94044 0.34690 -7.03509
H: 2.27676 1.63706 0.10800
H: -2.65722 -0.82330 -9.49068
C: -2.15870 2.20532 -0.34056
C: 0.37623 -2.86031 0.46732
N: 0.23583 1.94997 -0.06907
H: -0.59316 3.20541 -5.75791
C: -0.52294 -3.07291 -0.73663
C: -2.53735 0.88865 -8.18378
H: 0.16136 -2.15632 2.91495
H: -3.61344 0.56309 -10.01208
O: -0.89498 0.35131 1.60022
C: 0.51436 -0.00187 -4.98937
H: -5.60858 0.79114 -1.39490
N: 0.37863 -1.52845 0.89927
N: -1.46615 -1.91694 -0.80098
H: -1.87714 -1.83263 -1.72973
C: 1.48404 2.36683 0.21918
W: -0.43714 -0.04540 -0.19562
H: -1.49058 4.72644 0.62664
H: -1.45275 -1.70650 -7.46944
H: -3.07267 4.13084 -0.61236
H: 0.06271 -3.11130 -1.65305
H: -2.24362 -2.07500 -0.15995
H: -3.08104 -1.46495 -6.87182
C: 2.34143 -1.02512 -6.19357
H: 3.82774 -2.11494 -5.03699
H: 2.84003 -1.22022 -7.13452
C: 0.52250 -0.28193 -2.53454
C: -3.28126 0.00132 -9.14217
C: -0.08883 -0.03772 2.68639
C: 2.91512 -1.53901 -4.99456
C: -1.24906 1.21226 -6.18930
H: 2.72407 -1.64362 -2.88606
N: -0.61326 0.70668 -4.99805
O: 0.96006 -3.74206 1.02454
H: -4.16336 -0.43880 -8.67218
H: -1.68796 4.15571 -7.77820
H: -3.77195 -0.74257 -0.95434
C: -3.21284 3.05920 -0.65390
C: 2.30855 -1.28263 -3.81690
C: -3.58662 0.32060 -0.85671
H: -1.71796 -1.38689 -5.75698
C: 0.58849 -1.33480 2.33463
H: -1.04201 0.93162 -4.11332
H: 1.64809 -1.27847 2.58895
C: -0.64501 4.06984 0.48989
C: 1.19600 -0.29125 -6.20173
O: -0.56443 0.38130 -2.25520
H: -2.90237 2.66090 -9.31668
C: -1.15144 2.57419 -6.43772
C: 1.72161 3.65130 0.63941
H: -1.05360 -4.01527 -0.61859
C: 1.09373 -0.51324 -3.76844
C: -2.43774 2.25307 -8.42794
H: 0.78429 5.51349 1.15706
C: 0.63296 4.50594 0.79314
C: -4.44845 2.55643 -1.02839
C: -2.35092 0.80713 -0.47749
C: -4.64232 1.18782 -1.11446
H: 0.79262 0.09475 -7.12665
C: -2.05038 -1.12796 -6.76086
O: 1.01042 -0.75326 -1.38291
C: -0.83765 2.77629 0.03156
H: -5.25814 3.23598 -1.25492
O: -0.00884 0.62142 3.65739
C: -1.75624 3.09791 -7.56488

Results
- Relative energy (zero: lowest compared OMol25 entry of this formula, charge and spin): 22.5 kcal per mole
- Total charge: +2
- Lowest unoccupied orbital energy: -0.313 hartree
- Strongest force on any atom: 0.9 eV/A
- Molecular weight: 708.42 g/mol
- Total energy: -1821.87314 a.u.



# C30H28N5O3PS2ScSe4

A structure of composition C30H28N5O3PS2ScSe4 (wB97M-V/def2-TZVPD, the Open Molecules 2025 dataset).

Cartesian coordinates (Å):
C: 2.10072 -2.35164 -1.96815
H: -3.81347 3.86897 1.16461
H: 0.24687 -3.39674 -1.41141
C: -1.39810 -3.26152 -0.35187
C: 2.73917 0.29938 2.19366
C: -0.43883 -1.87852 3.35365
H: 1.82348 3.32165 -0.04497
H: -3.52872 -3.23098 1.79176
C: -1.27517 -2.03280 4.45339
H: -3.86184 -5.39967 0.20520
C: -2.52832 2.31333 4.36091
C: 2.87720 -2.23361 0.08907
H: -2.62041 0.25909 3.78688
C: -2.25330 -1.72058 0.89853
C: -5.24059 1.05287 -0.02345
H: -1.65309 -1.16495 4.97523
Se: 1.20048 0.62238 -3.76866
H: -2.29051 -3.40339 5.75002
H: -2.43474 -5.72654 -0.78095
H: -2.20779 4.40016 4.74477
C: 0.24163 4.66279 0.44225
C: -1.62976 -3.30134 4.89715
H: -3.53824 2.31465 4.75394
C: 0.03445 2.30098 3.32447
H: 0.70985 -2.92782 1.87423
O: -2.43578 -0.71526 1.55655
C: -0.69938 1.11142 3.34330
H: -6.19191 0.55811 -0.17175
C: -0.28019 -4.29625 3.18547
C: -0.50564 3.47560 3.81952
O: 2.14938 0.54674 1.07629
P: 0.09134 -0.32208 2.52358
H: -1.42883 -5.42089 4.61067
C: -3.91481 2.89398 0.70546
C: 1.78130 -0.22809 3.28452
C: 0.06200 -3.03144 2.73748
H: 1.42662 -2.09103 -2.77462
N: -2.57970 -3.79519 -0.00097
H: 0.11889 -5.17164 2.68739
C: -3.28896 -2.83827 0.79991
H: 0.75440 5.60415 0.57661
Sc: 0.58015 0.25285 -0.21068
H: 2.99702 -1.92854 1.11746
H: -4.07782 -0.47859 -0.99987
Se: 2.58289 1.01625 -1.95254
C: -5.14927 2.29117 0.59580
C: -4.06839 0.47748 -0.47769
H: 3.51236 -3.65915 -3.00796
S: -1.45485 4.60124 0.61291
H: 1.82008 0.42696 4.15341
H: 1.02627 2.31557 2.88939
C: -3.19271 -4.98066 -0.54538
Se: -1.36184 -2.14714 -3.74868
H: -6.03577 2.78793 0.97163
C: -1.46052 2.88046 0.24133
S: 4.04227 -3.26063 -0.63944
C: -1.14368 -4.43486 4.26496
Se: -0.67630 -0.26101 -2.63551
H: 0.07007 4.39110 3.77096
N: -2.87151 1.03755 -0.34311
N: -1.14652 -2.04923 0.16037
C: -2.77461 2.24320 0.20994
N: -0.49931 -3.96484 -1.04405
C: 0.76206 3.45410 0.12166
H: -4.19993 -2.47651 0.31681
O: 3.92689 0.41744 2.43748
C: -1.78451 3.48238 4.35552
C: -0.18933 2.38218 -0.01883
C: -1.99928 1.13987 3.84237
N: 1.92808 -1.83626 -0.70268
C: 3.18023 -3.15399 -2.11699
H: 2.11734 -1.21555 3.60160
H: -0.87075 -4.58998 -1.73967
H: -3.76280 -4.75737 -1.45211

Results
- Relative energy (zero: lowest compared OMol25 entry of this formula, charge and spin): 24.7 kcal per mole
- Total charge: -1
- Lowest unoccupied orbital energy: 0.076 hartree
- Strongest force on any atom: 1.1 eV/A
- Molecular weight: 962.49 g/mol
- Total energy: -13163.95631 a.u.



# C30H29AsF5N4O3S2Sn

A structure of composition C30H29AsF5N4O3S2Sn (wB97M-V/def2-TZVPD, the Open Molecules 2025 dataset).

Cartesian coordinates (Å):
H: -2.69081 -3.59803 -1.03285
C: -0.60814 -0.04908 -5.40104
C: -2.61607 4.00319 -4.62621
S: -0.41453 2.38135 0.59799
H: -2.04487 3.09790 -4.81198
H: -3.58872 3.92800 -5.11690
C: 1.57466 4.05606 -5.39100
O: -1.35070 -3.69611 2.85318
H: -4.11667 5.78174 -2.99364
H: 5.92560 -0.23694 -1.57140
F: -0.06140 4.01379 3.03149
C: 1.09736 0.70909 2.24186
C: -1.07045 -2.90393 4.01734
C: 1.26283 2.31979 -3.76724
C: 0.25070 -0.59565 -4.45738
F: 2.38373 -0.79965 3.51097
H: -2.30880 5.70532 -0.60161
H: 5.33296 -1.29996 -5.67525
F: 1.08317 -0.21177 1.25508
H: -0.30600 -3.88402 -5.02408
F: 2.50768 1.01100 5.54404
C: 1.11581 3.26316 -2.75789
C: 3.10461 -0.12304 -3.42555
As: 1.30102 0.47441 -3.27887
C: 3.59842 -0.59144 -4.63724
H: 1.09164 5.35193 -2.29565
F: 1.28033 3.41828 5.27392
H: -2.40522 6.23254 -2.93087
H: 2.94558 -0.71130 -5.49510
C: 1.22146 2.53004 4.28732
C: -0.39435 -2.81019 -5.12108
H: 1.49598 6.05734 -4.63133
C: -1.47145 -3.00099 1.71269
C: 1.50292 2.70578 -5.08102
N: -2.76374 4.18358 -3.20163
C: 1.42093 5.00531 -4.38932
H: -1.82369 -2.12870 4.13965
C: -1.36037 -0.89016 -6.20974
H: 0.94015 2.94911 -1.73613
H: -2.03161 -0.47022 -6.94570
H: -4.06587 5.48847 -0.64998
H: -1.09641 -3.59847 4.85080
H: -0.08491 -2.44848 3.93166
H: -1.76700 -4.84640 0.90659
C: 0.36183 -1.97778 -4.31232
N: -1.78866 -3.40130 -0.61675
H: 1.64396 1.96847 -5.86360
H: -1.05489 -3.83536 -1.16343
C: -1.25292 -2.26518 -6.06772
C: -3.12615 5.20086 -1.11809
H: -0.70462 1.02363 -5.49664
C: 1.19343 4.61063 -3.07782
Sn: -0.98525 0.13897 -0.53976
H: 1.04200 -2.40257 -3.58124
O: -1.35724 -1.79411 1.63074
C: 1.78669 0.38540 3.39459
C: 4.93952 -0.92932 -4.73874
H: -1.83992 -2.91758 -6.70001
C: 1.85019 1.30379 4.42822
H: -2.71689 3.26808 -0.21448
S: -2.30649 1.60376 -2.60894
N: -1.75388 -3.86056 0.69508
C: 5.77303 -0.79715 -3.63683
C: 0.44743 1.92291 2.06532
C: -3.13258 5.47622 -2.63233
O: 0.85326 0.24737 -1.67301
C: 3.93468 0.01227 -2.31790
C: 0.53172 2.82262 3.12366
C: -2.67152 3.23563 -2.26792
H: 1.76429 4.36559 -6.40969
H: 3.53271 0.36579 -1.37548
N: -2.95288 3.75270 -1.06917
C: 5.27272 -0.33143 -2.42825
H: -2.07376 4.85549 -5.03463
H: 6.81790 -1.06336 -3.71876

Results
- Relative energy (zero: lowest compared OMol25 entry of this formula, charge and spin): 2.0 kcal per mole
- Total charge: +1
- Lowest unoccupied orbital energy: -0.076 hartree
- Strongest force on any atom: 0.2 eV/A
- Molecular weight: 846.34 g/mol
- Total energy: -5350.94747 a.u.



> Which of these has the lowest molecular weight?

C30H28N2O2



> Which value of strongest force on any atom does entry 4 give?

0.9 eV/A



> strongest force on any atom of number 5 (C30H28N5O3PS2ScSe4)?

1.1 eV/A



> Among the records above, which one has the lowest total energy?

C30H28N5O3PS2ScSe4